Record 1
87
Properties=species:S:1:pos:R:3:lowdin_charge:R:1 method="wB97M-V/def2-TZVPD" s_squared=0.76 orbital_gap_ev="7.02 / 6.75" total_charge=+1 relative_energy_ev=0.000 homo_energy_ev="-9.51 / -10.19" spin_multiplicity=2 molar_mass_g_mol=809.948
Re 0.708 -0.395 -0.965 1.088
P -1.519 -0.751 0.035 0.882
P 0.764 -0.573 1.471 0.878
N 2.896 0.228 -0.926 -0.009
N 0.619 -1.449 -2.331 -0.168
C 3.717 -2.933 3.082 -0.065
C -0.512 3.053 -3.365 -0.083
C 1.736 -1.642 2.582 -0.360
C 2.999 -2.105 2.232 -0.092
C 0.519 0.981 2.411 -0.324
C 4.049 1.349 0.973 -0.037
C 1.361 2.656 -1.352 -0.214
C 2.608 3.650 0.556 -0.027
C 1.358 -1.669 -4.590 -0.045
C -4.164 1.678 2.008 -0.063
C 4.253 2.441 1.800 -0.066
C -3.871 2.555 -0.210 -0.055
C 0.757 2.338 4.393 -0.066
C 0.352 4.083 -3.035 -0.074
C -3.907 -1.721 -1.111 -0.069
C 1.182 -2.061 3.792 -0.108
C -4.458 2.633 1.044 -0.064
C 0.529 -3.671 -3.334 -0.039
C 3.167 -3.321 4.293 -0.064
C -1.082 -1.850 -4.036 -0.027
C 1.277 3.877 -2.029 -0.037
C 1.896 -2.889 4.644 -0.059
C -2.091 -3.286 -0.911 -0.134
C -0.129 2.046 1.786 -0.116
C 0.335 -2.171 -3.565 -0.680
C -0.438 1.847 -2.686 -0.160
C 3.526 3.599 1.586 -0.059
C 0.981 1.148 3.717 -0.075
C -4.171 -3.986 -1.882 -0.064
C -4.685 -2.712 -1.696 -0.061
C 3.111 1.401 -0.051 -0.249
C -2.874 -4.275 -1.481 -0.071
C 0.491 1.589 -1.667 -0.261
C -3.282 0.648 1.719 -0.077
C -2.598 -2.000 -0.729 -0.346
C -2.985 1.527 -0.498 -0.098
C 2.373 2.557 -0.281 -0.162
C -2.684 0.567 0.464 -0.381
C 0.070 3.374 3.776 -0.066
C -0.842 -1.465 1.535 -0.451
C -0.369 3.228 2.470 -0.062
H -4.323 -0.735 -0.962 0.101
H -1.248 3.186 -4.149 0.107
H 4.644 0.469 1.113 0.104
H -5.699 -2.486 -1.999 0.112
H 1.583 -3.897 -3.168 0.083
H -1.162 -0.800 -4.316 0.075
H -0.890 4.036 1.971 0.115
H -0.447 1.966 0.759 0.067
H -0.044 -4.014 -2.477 0.051
H -2.471 -5.270 -1.618 0.113
H 0.312 5.029 -3.558 0.107
H 4.698 -3.287 2.793 0.111
H 3.513 -0.524 -0.643 0.085
H 2.372 -1.910 -4.268 0.080
H -1.813 -2.074 -3.261 0.060
H 1.517 0.350 4.213 0.094
H -0.621 -2.502 1.269 0.059
H 3.673 4.461 2.223 0.113
H 3.411 -1.847 1.280 0.076
H 1.972 4.668 -1.777 0.113
H 3.720 -3.971 4.957 0.112
H -0.107 4.299 4.310 0.110
H -1.073 -3.512 -0.612 0.090
H 2.028 4.550 0.406 0.119
H -4.616 1.737 2.989 0.111
H -2.507 1.486 -1.468 0.080
H -1.316 -2.454 -4.913 0.095
H 1.268 -0.590 -4.720 0.082
H -3.058 -0.077 2.491 0.101
H -1.427 -1.484 2.455 0.065
H -5.145 3.437 1.273 0.110
H 1.181 -2.149 -5.554 0.094
H 1.120 2.454 5.406 0.110
H 3.168 0.488 -1.873 0.121
H -4.093 3.297 -0.966 0.112
H 1.458 -3.200 5.583 0.113
H -1.139 1.066 -2.960 0.066
H 0.194 -1.726 4.084 0.108
H -4.783 -4.757 -2.331 0.111
H 0.193 -4.226 -4.211 0.093
H 4.981 2.387 2.598 0.112


Record 2
15
Properties=species:S:1:pos:R:3:lowdin_charge:R:1 method="wB97M-V/def2-TZVPD" orbital_gap_ev=11.09 total_charge=0 relative_energy_ev=2.388 smiles=C#C[C@](C)(O)CO homo_energy_ev=-10.29 molar_mass_g_mol=100.117
O 1.220 -1.264 -1.266 -0.053
O -0.316 0.996 -1.400 0.003
C -0.143 0.430 -0.118 -0.603
C -0.098 1.509 0.937 -0.018
C 1.189 -0.387 -0.158 -0.184
C -1.849 -1.503 0.368 0.147
C -1.258 -0.469 0.168 -0.061
H -0.009 0.310 -2.016 0.098
H 2.003 0.329 -0.329 0.135
H -2.351 -2.413 0.578 0.029
H -1.034 2.068 0.883 0.096
H 0.537 -1.933 -1.120 0.090
H -0.015 1.070 1.939 0.099
H 1.384 -0.912 0.790 0.135
H 0.739 2.171 0.744 0.088


Record 3
11
Properties=species:S:1:pos:R:3:lowdin_charge:R:1 method="wB97M-V/def2-TZVPD" orbital_gap_ev=8.87 total_charge=0 relative_energy_ev=4.501 homo_energy_ev=-9.31 molar_mass_g_mol=111.122
S 0.326 -0.541 -0.657 0.836
O 0.385 -1.344 0.607 -0.524
O -2.282 0.023 -0.078 -0.144
O 1.757 -0.573 -1.456 -0.302
N -2.693 -0.682 0.813 0.029
C 0.416 1.162 0.034 -0.233
H 1.561 1.150 0.312 0.089
H -0.306 1.196 0.904 0.062
H -1.856 -1.386 1.223 0.110
H 0.246 1.808 -0.830 0.044
H 2.447 -0.812 -0.872 0.034


Record 4
18
Properties=species:S:1:pos:R:3:lowdin_charge:R:1 method="wB97M-V/def2-TZVPD" orbital_gap_ev="7.74 / 7.74" total_charge=+1 relative_energy_ev=4.463 homo_energy_ev="-12.26 / -12.25" molar_mass_g_mol=112.156
N 2.133 0.576 0.131 0.052
N -0.892 1.392 -1.058 0.215
N -0.272 -0.639 0.297 -0.142
C 0.759 -1.364 0.749 0.020
C 1.033 1.410 0.551 -0.182
C -0.352 0.784 0.191 -0.167
C -1.510 -1.389 0.043 -0.008
C 2.049 -0.652 0.455 -0.117
H -1.582 -1.931 -0.938 0.129
H -1.496 2.204 -0.881 0.180
H 2.836 -1.377 0.288 0.117
H -2.341 -0.715 0.053 0.083
H 1.084 1.474 1.604 0.104
H -1.604 0.743 -1.470 0.172
H -1.579 -2.004 0.908 0.097
H 0.589 -2.439 0.716 0.135
H 1.211 2.408 0.005 0.142
H -0.066 1.518 -1.644 0.168


no.,calculated total energy (Eh)
1,-2457.28091
2,-345.71719
3,-719.61897
4,-360.41111